Model a:
DFT (ωB97M-V/def2-TZVPD) results for a cluster of 2 separate species, C4H9N in total.

Results
SMILES string: C=CC.C=N
total charge: 0
frontier orbital gap: 10.5 eV

```
14
Properties=species:S:1:pos:R:3:nbo_charge:R:1
C 1.56725 -1.86154 -1.21282 -0.069
N 1.14129 -0.76996 -1.80171 -0.554
H 1.39166 -2.74936 -1.68414 0.156
H 2.55765 -1.86602 -0.68509 0.146
H 1.71931 -0.08543 -1.28632 0.322
C -1.55453 1.16294 -0.12133 -0.657
C -0.63898 1.20568 1.11830 -0.124
C -0.53611 0.23989 2.06869 -0.465
H -0.85861 1.21429 -0.90755 0.233
H -2.35785 1.93658 -0.14527 0.219
H -2.16360 0.24120 -0.02234 0.213
H 0.15820 2.06146 1.10220 0.178
H 0.09803 0.32464 2.96600 0.210
H -1.55958 -0.16942 2.15747 0.193
```

***

Model b:
DFT (ωB97M-V/def2-TZVPD) results for a cluster of 2 separate species, C4H9N in total.

Results
total charge: 0
frontier orbital gap: 8.4 eV

```
14
Properties=species:S:1:pos:R:3:nbo_charge:R:1
C 0.81636 -0.55592 -1.81769 -0.609
C 0.43875 0.34345 -0.63155 -0.395
C 0.07539 -0.42884 0.63477 -0.263
C -1.31381 0.45687 2.34730 -0.086
N -0.26421 0.61679 1.58965 -0.384
H 0.98015 0.03803 -2.71942 0.214
H 1.68283 -1.14354 -1.51549 0.205
H -0.03260 -1.18235 -2.09452 0.203
H -0.47083 0.88623 -0.90497 0.189
H 1.21900 1.08320 -0.41467 0.211
H 0.93459 -0.93454 1.11610 0.223
H -0.79712 -1.06137 0.35066 0.185
H -1.39433 1.20056 3.13908 0.164
H -1.87417 0.68142 0.92076 0.144
```

***

The relative energies come out as model a 0.0000; model b 0.0710, with values in hartree.

***

Model a:
DFT (ωB97M-V/def2-TZVPD) results for a cluster of 2 separate species, C3H3O4 in total.

Results
total charge: -1
frontier orbital gap: 6.1 eV

```
10
Properties=species:S:1:pos:R:3:nbo_charge:R:1
C -0.81678 0.03573 -0.58177 -0.125
C 0.47068 -0.28823 -0.44035 -0.257
C 2.57701 -1.81366 -1.84555 1.048
O 2.09025 -2.00285 -2.89781 -0.560
O 3.30983 -1.59574 -0.95417 -0.564
O -1.66809 0.74795 0.37214 -0.798
O 1.03112 -0.09993 0.91880 -0.815
H -1.44247 -0.19196 -1.35168 0.148
H -1.14733 1.23838 1.06849 0.464
H 1.85028 0.24773 0.64593 0.459
```

***

Model b:
DFT (ωB97M-V/def2-TZVPD) results for the ion C3H3O4 with charge -1.

Results
SMILES string: O=C(O)/C(O)=C/[O-]
total charge: -1
frontier orbital gap: 6.5 eV

```
10
Properties=species:S:1:pos:R:3:nbo_charge:R:1
C 1.08527 -1.14516 0.04890 0.373
C -0.36857 -0.10384 0.13389 -0.128
C -1.66752 -0.52038 0.05088 0.601
O -2.09269 -1.68645 -0.06636 -0.733
O -2.54193 0.60860 -0.02911 -0.754
O 2.18411 -0.61669 -0.02785 -0.655
O 0.05407 1.23810 -0.04137 -0.772
H 0.95801 -2.15582 -0.13873 0.113
H 0.90761 1.29934 -0.43149 0.479
H -2.03002 1.33632 0.43306 0.476
```

***

The relative energies come out as model a 0.0228; model b 0.0000, with values in hartree.